Record 1
{"formula": "C24H63N5O7", "method": "ωB97M-V with the def2-TZVPD basis set", "species": ["C", "O", "C", "C", "C", "N", "H", "H", "H", "H", "H", "H", "H", "H", "H", "H", "H", "C", "O", "C", "C", "C", "N", "H", "H", "H", "H", "H", "H", "H", "H", "H", "H", "H", "C", "O", "C", "C", "C", "N", "H", "H", "H", "H", "H", "H", "H", "H", "H", "H", "H", "C", "O", "C", "C", "N", "C", "C", "O", "C", "H", "H", "H", "H", "H", "H", "H", "H", "H", "H", "H", "H", "H", "H", "H", "C", "O", "C", "C", "N", "C", "C", "O", "C", "H", "H", "H", "H", "H", "H", "H", "H", "H", "H", "H", "H", "H", "H", "H"], "xyz": [[0.16, -5.41, 2.92], [-0.33, -5.53, 1.64], [-1.60, -4.90, 1.34], [-1.86, -4.91, -0.18], [-1.42, -6.31, -0.77], [-1.08, -3.88, -0.91], [1.13, -5.83, 3.18], [-0.54, -5.92, 3.57], [0.21, -4.35, 3.20], [-2.33, -5.52, 1.86], [-1.62, -3.86, 1.68], [-2.94, -4.82, -0.23], [-1.63, -6.40, -1.83], [-1.97, -7.15, -0.34], [-0.37, -6.50, -0.54], [-0.95, -4.20, -1.85], [-0.18, -3.94, -0.47], [1.38, 0.25, -0.90], [0.33, 0.97, -0.30], [-0.91, 0.27, -0.18], [-1.59, -0.17, -1.60], [-2.09, 1.01, -2.49], [-2.60, -1.08, -1.21], [1.09, 0.18, -1.95], [1.53, -0.73, -0.46], [2.35, 0.72, -0.74], [-0.81, -0.57, 0.50], [-1.63, 0.84, 0.40], [-0.89, -0.76, -2.19], [-2.27, 0.65, -3.50], [-1.33, 1.78, -2.59], [-2.96, 1.38, -1.95], [-2.98, -1.51, -2.04], [-2.11, -1.82, -0.72], [9.00, 3.44, -0.47], [7.72, 3.78, -0.01], [7.19, 3.25, 1.17], [6.62, 1.75, 0.99], [5.59, 1.49, -0.05], [6.18, 1.22, 2.29], [9.73, 3.60, 0.33], [9.28, 4.05, -1.33], [9.12, 2.39, -0.71], [7.99, 3.27, 1.91], [6.35, 3.92, 1.38], [7.47, 1.13, 0.72], [4.57, 1.81, 0.16], [5.56, 0.44, -0.33], [5.94, 1.97, -0.96], [5.24, 1.58, 2.42], [6.13, 0.23, 2.13], [-2.41, 4.30, 8.07], [-2.40, 4.56, 6.71], [-3.59, 4.05, 6.08], [-3.74, 4.18, 4.52], [-2.66, 3.27, 4.08], [-2.54, 3.28, 2.60], [-1.03, 3.08, 2.15], [-0.20, 3.98, 2.92], [1.13, 3.56, 2.85], [-1.47, 4.54, 8.55], [-2.56, 3.24, 8.31], [-3.20, 4.83, 8.62], [-4.39, 4.65, 6.51], [-3.76, 3.00, 6.31], [-3.59, 5.21, 4.21], [-4.71, 3.79, 4.20], [-1.78, 3.47, 4.54], [-2.65, 4.21, 2.05], [-3.30, 2.58, 2.24], [-0.88, 3.19, 1.08], [-0.75, 2.05, 2.37], [1.68, 4.46, 3.15], [1.41, 3.41, 1.80], [1.42, 2.75, 3.51], [1.56, 0.80, -5.15], [1.15, -0.41, -4.53], [0.58, -1.31, -5.51], [-0.23, -2.48, -5.00], [-1.65, -2.20, -4.76], [-2.49, -3.35, -4.36], [-3.98, -2.94, -4.20], [-4.11, -1.73, -3.41], [-5.36, -1.64, -2.80], [2.39, 1.35, -4.70], [0.69, 1.46, -5.18], [1.90, 0.63, -6.17], [1.32, -1.69, -6.21], [-0.11, -0.66, -6.06], [0.24, -3.01, -4.17], [-0.20, -3.08, -5.91], [-1.78, -1.50, -4.05], [-2.12, -3.81, -3.45], [-2.42, -4.22, -5.02], [-4.67, -3.66, -3.75], [-4.45, -2.77, -5.17], [-5.63, -2.47, -2.15], [-6.13, -1.48, -3.55], [-5.41, -0.76, -2.16]], "mulliken_charge": [-0.78, -0.31, -0.97, 0.38, -1.44, -0.31, 0.25, 0.31, 0.30, 0.50, 0.44, 0.24, 0.41, 0.42, 0.33, -0.01, 0.27, -0.09, -0.32, -1.00, 1.38, -1.64, -0.64, -0.01, 0.31, -0.08, 0.37, 0.28, 0.17, 0.29, 0.38, 0.38, 0.38, 0.01, -0.67, -0.35, -0.73, 0.45, -1.29, -0.67, 0.30, 0.25, 0.28, 0.37, 0.26, 0.25, 0.24, 0.41, 0.32, 0.27, 0.28, -0.76, -0.31, -0.69, -0.62, -0.37, -0.63, -0.77, -0.39, -0.81, 0.26, 0.33, 0.30, 0.48, 0.36, 0.35, 0.34, 0.30, 0.29, 0.40, 0.60, 0.41, 0.34, 0.32, 0.29, -0.95, -0.20, -0.91, -0.43, -0.23, 0.30, -0.78, -0.30, -1.04, 0.27, 0.34, 0.42, 0.40, 0.48, 0.24, 0.47, -0.06, -0.59, 0.55, 0.47, 0.34, 0.39, 0.35, 0.29], "relative_energy_ev": 2.315, "molar_mass_g_mol": 533.8, "gap_ev": 8.9865}

Record 2
{"formula": "C24H64IN5O11S", "method": "ωB97M-V with the def2-TZVPD basis set", "species": ["O", "S", "O", "I", "O", "C", "O", "C", "O", "C", "C", "O", "H", "H", "H", "H", "H", "H", "H", "H", "H", "C", "C", "C", "O", "C", "N", "H", "H", "H", "H", "H", "H", "H", "H", "H", "H", "H", "C", "C", "C", "O", "C", "N", "H", "H", "H", "H", "H", "H", "H", "H", "H", "H", "H", "C", "C", "C", "O", "C", "N", "H", "H", "H", "H", "H", "H", "H", "H", "H", "H", "H", "C", "C", "C", "O", "C", "N", "H", "H", "H", "H", "H", "H", "H", "H", "H", "H", "H", "C", "C", "C", "O", "C", "N", "H", "H", "H", "H", "H", "H", "H", "H", "H", "H", "H"], "xyz": [[1.47, -0.56, 1.92], [1.73, 0.89, 1.79], [1.56, 1.18, 0.14], [1.33, 3.19, -0.12], [3.35, 1.11, 2.21], [4.15, 0.72, 1.07], [5.47, 0.52, 1.50], [6.19, 0.06, 0.34], [6.65, -1.25, 0.54], [5.70, -2.22, 0.13], [5.58, -2.42, -1.39], [4.54, -1.60, -1.96], [4.09, 1.49, 0.28], [3.71, -0.22, 0.69], [5.57, 0.15, -0.56], [7.08, 0.69, 0.28], [6.03, -3.17, 0.57], [4.68, -2.05, 0.52], [5.25, -3.46, -1.55], [6.53, -2.25, -1.93], [4.91, -1.20, -2.74], [-4.28, 2.12, 1.39], [-3.53, 2.85, 2.50], [-2.03, 2.51, 2.55], [-1.71, 1.25, 3.11], [-1.80, 0.17, 2.20], [-4.19, 2.59, 3.78], [-4.46, 1.07, 1.63], [-5.25, 2.58, 1.22], [-3.72, 2.16, 0.45], [-3.61, 3.92, 2.29], [-1.54, 3.24, 3.20], [-1.56, 2.60, 1.56], [-1.50, 0.47, 1.19], [-2.80, -0.26, 2.19], [-1.11, -0.60, 2.54], [-3.75, 3.15, 4.50], [-3.96, 1.63, 4.04], [-1.31, -0.78, -2.49], [-0.15, -1.38, -1.70], [0.44, -2.65, -2.33], [-0.34, -3.82, -2.13], [-1.41, -3.98, -3.04], [-0.58, -1.60, -0.32], [-2.23, -1.34, -2.36], [-1.50, 0.24, -2.16], [-1.08, -0.74, -3.56], [0.66, -0.63, -1.69], [1.40, -2.85, -1.84], [0.66, -2.51, -3.40], [-1.16, -3.60, -4.04], [-2.31, -3.49, -2.67], [-1.62, -5.05, -3.12], [0.21, -1.91, 0.24], [-1.20, -2.41, -0.32], [4.53, -7.96, -3.01], [5.73, -7.09, -2.67], [5.53, -6.22, -1.41], [4.71, -5.08, -1.62], [3.32, -5.33, -1.57], [6.09, -6.28, -3.84], [3.72, -7.39, -3.47], [4.82, -8.73, -3.73], [4.14, -8.46, -2.12], [6.57, -7.77, -2.46], [6.50, -5.83, -1.11], [5.15, -6.82, -0.57], [3.06, -6.10, -0.84], [2.94, -5.60, -2.55], [2.82, -4.40, -1.27], [6.95, -5.78, -3.64], [5.39, -5.55, -3.92], [1.20, 7.60, 4.59], [0.13, 7.22, 3.57], [0.39, 5.87, 2.87], [1.39, 5.92, 1.86], [2.72, 5.83, 2.35], [-0.02, 8.32, 2.61], [2.11, 7.95, 4.12], [0.83, 8.40, 5.24], [1.45, 6.75, 5.23], [-0.82, 7.12, 4.12], [-0.53, 5.58, 2.36], [0.61, 5.08, 3.60], [2.80, 5.18, 3.22], [3.11, 6.82, 2.58], [3.34, 5.41, 1.55], [-0.80, 8.11, 1.99], [0.79, 8.29, 2.00], [-8.74, 0.14, -2.40], [-7.94, -0.40, -1.22], [-8.00, 0.49, 0.03], [-7.19, 1.65, -0.04], [-7.76, 2.74, -0.74], [-6.56, -0.64, -1.65], [-8.24, 0.96, -2.90], [-8.88, -0.65, -3.14], [-9.73, 0.47, -2.08], [-8.38, -1.37, -0.94], [-7.61, -0.08, 0.88], [-9.03, 0.76, 0.28], [-8.85, 2.79, -0.60], [-7.53, 2.68, -1.80], [-7.32, 3.66, -0.35], [-6.05, -1.09, -0.89], [-6.11, 0.26, -1.73]], "mulliken_charge": [-0.56, 0.95, -0.34, 0.23, -0.33, 0.29, -0.40, -0.47, -0.42, -0.22, 0.45, -0.50, 0.18, -0.08, 0.38, 0.31, 0.32, 0.09, -0.24, 0.44, 0.26, -1.31, 0.48, -0.13, -0.51, -0.80, -0.76, 0.16, 0.28, 0.31, 0.39, 0.12, 0.16, 0.30, 0.34, 0.30, 0.28, 0.33, -1.67, 0.77, -0.11, -0.39, -0.71, -0.39, 0.30, 0.35, 0.37, -0.01, -0.28, 0.46, 0.34, 0.23, 0.26, 0.18, 0.29, -1.39, 0.26, -0.81, -0.56, -0.54, -0.73, 0.30, 0.35, 0.34, 0.43, 0.37, 0.43, 0.34, 0.14, 0.12, 0.28, 0.32, -1.43, 0.25, -0.37, -0.32, -0.78, -0.74, 0.28, 0.36, 0.35, 0.42, 0.17, 0.39, 0.34, 0.23, 0.30, 0.28, 0.33, -1.42, 0.34, -0.81, -0.17, -0.78, -0.72, 0.28, 0.36, 0.35, 0.41, 0.35, 0.40, 0.34, 0.26, 0.24, 0.27, 0.33], "molar_mass_g_mol": 757.8, "gap_ev": 7.4613}

no.,E (Ha)
1,-1752.41112
2,-2749.89912